No. 1
108
Properties=species:S:1:pos:R:3:forces:R:3 method="wB97M-V/def2-TZVPD" total_charge=-1 energy_ha=-3345.2128 multiplicity=1 homo_lumo_gap_ev=4.88
C -1.921 -4.653 0.352 0.173 -0.054 -0.232
C -2.144 -3.227 -0.171 -0.057 -0.142 1.189
P -2.181 -2.058 1.300 -0.115 -0.607 0.640
C -3.830 -1.214 1.108 0.426 0.363 -0.070
B -0.760 -0.694 1.111 -0.298 0.477 0.100
C -0.239 -0.417 -0.419 0.024 -0.022 0.157
C 0.857 -1.304 -1.050 -0.448 0.539 -0.077
C 1.716 -2.222 -0.216 0.136 -0.260 -0.258
F 1.029 -3.189 0.418 -0.205 0.114 0.169
F 2.508 -2.909 -1.124 0.106 0.046 -0.034
C 2.730 -1.627 0.834 0.146 -0.230 -0.100
F 2.315 -1.799 2.085 -0.273 0.075 0.107
F 3.896 -2.336 0.745 0.160 0.000 -0.110
C 3.166 -0.143 0.706 0.363 0.100 0.122
F 4.083 0.042 1.683 0.233 -0.092 0.112
F 2.184 0.715 0.949 -0.446 -0.003 -0.126
C 3.868 0.270 -0.644 0.249 0.486 0.636
F 3.129 1.134 -1.322 -0.455 0.006 -0.366
F 5.016 0.902 -0.372 0.340 0.067 0.113
F 4.170 -0.761 -1.411 -0.080 -0.437 -0.425
C -1.344 0.740 1.650 0.229 -0.671 -0.595
O -1.885 0.698 2.999 -0.088 0.434 0.153
C -0.968 0.742 4.000 0.227 -0.238 0.032
C -0.664 -0.463 4.639 0.366 0.003 0.655
C 0.217 -0.535 5.721 -0.232 0.246 -0.257
C 0.512 -1.865 6.369 0.057 0.261 -0.084
C 0.808 0.646 6.180 -0.351 0.041 -0.555
C 0.522 1.839 5.525 -0.125 -0.284 0.015
C -0.356 1.930 4.431 0.306 -0.116 0.383
C -0.552 3.308 3.832 -0.114 0.208 -0.069
C -1.939 3.576 3.239 0.374 -0.032 -0.191
C 0.590 3.681 2.872 0.155 -0.125 0.186
H -1.128 -4.688 1.098 0.144 -0.025 -0.046
H -2.819 -5.023 0.847 -0.085 0.021 0.037
H -1.673 -5.348 -0.461 0.011 -0.043 0.008
H -1.375 -2.966 -0.892 -0.121 0.093 -0.213
H -3.128 -3.220 -0.611 -0.001 0.327 -0.433
H -4.613 -1.947 0.921 -0.023 -0.042 -0.158
H -3.826 -0.429 0.348 -0.197 -0.119 -0.205
H -4.054 -0.730 2.059 0.026 0.017 0.082
H 0.110 -1.013 1.891 0.165 -0.125 -0.169
H -1.110 -0.463 -1.078 -0.012 -0.044 -0.109
H 0.094 0.626 -0.480 0.109 0.032 0.031
H 0.404 -1.953 -1.800 0.063 -0.298 0.088
H 1.546 -0.680 -1.624 0.159 -0.074 -0.014
H -2.156 1.101 1.012 -0.135 0.123 0.115
H -0.538 1.476 1.580 -0.060 0.199 0.204
H -1.132 -1.377 4.296 -0.100 0.080 -0.284
H 1.586 -1.996 6.493 0.060 -0.052 0.037
H 0.140 -2.674 5.745 -0.056 -0.114 0.034
H 0.052 -1.929 7.356 -0.044 -0.080 0.041
H 1.475 0.639 7.033 0.077 -0.021 0.016
H 0.991 2.748 5.890 -0.031 0.086 -0.046
H -0.441 4.007 4.666 -0.098 -0.049 0.170
H -2.085 4.659 3.177 -0.108 0.042 0.081
H -2.711 3.120 3.851 -0.158 0.079 0.015
H -2.013 3.186 2.228 -0.117 -0.156 -0.010
H 1.482 3.901 3.461 0.104 0.029 -0.045
H 0.343 4.555 2.271 -0.036 0.081 -0.004
H 0.853 2.871 2.197 -0.130 -0.037 -0.104
O -0.995 4.231 0.093 -0.046 -0.077 -0.141
C -1.905 4.984 -0.067 0.234 0.051 -0.126
O -3.182 4.566 -0.272 0.027 0.081 -0.019
C -4.030 5.690 -0.544 -0.128 0.063 0.046
C -3.313 6.893 0.054 0.099 0.095 -0.013
C -1.848 6.500 -0.120 -0.433 0.078 0.262
H -4.154 5.778 -1.627 0.013 0.012 -0.002
H -5.003 5.510 -0.093 0.020 -0.141 -0.013
H -3.584 7.834 -0.422 -0.019 -0.040 -0.055
H -3.548 6.972 1.116 -0.018 -0.023 -0.003
H -1.456 6.798 -1.094 0.082 -0.017 0.018
H -1.209 6.884 0.670 0.180 -0.061 -0.107
O -3.535 0.911 -2.451 -0.176 0.030 -0.084
C -3.257 1.725 -3.271 0.304 -0.157 0.193
O -3.961 1.861 -4.439 -0.052 0.065 -0.021
C -3.344 2.841 -5.279 0.021 0.071 -0.035
C -2.523 3.716 -4.341 0.151 0.016 0.069
C -2.112 2.723 -3.254 -0.288 0.424 -0.243
H -2.719 2.326 -6.014 0.029 0.014 0.007
H -4.120 3.395 -5.804 -0.076 -0.100 0.006
H -1.686 4.207 -4.836 -0.005 -0.042 -0.040
H -3.160 4.491 -3.908 -0.018 -0.001 -0.022
H -1.187 2.203 -3.507 0.007 -0.063 0.115
H -2.018 3.194 -2.280 0.108 -0.302 0.142
O -3.692 -3.809 -2.705 -0.097 -0.130 -0.284
C -2.947 -4.321 -3.480 -0.186 0.169 -0.046
O -1.601 -4.129 -3.448 0.011 -0.022 -0.016
C -0.975 -4.782 -4.557 0.057 -0.068 -0.060
C -1.954 -5.866 -4.992 -0.124 -0.028 -0.068
C -3.299 -5.228 -4.649 0.399 -0.313 0.059
H -0.803 -4.041 -5.343 -0.017 -0.008 -0.016
H -0.016 -5.181 -4.235 0.002 0.089 0.104
H -1.846 -6.147 -6.038 0.025 0.062 -0.007
H -1.807 -6.761 -4.386 0.025 0.009 0.007
H -3.683 -4.611 -5.462 -0.071 0.013 0.031
H -4.048 -5.957 -4.352 -0.160 0.151 -0.008
O 10.275 -3.803 -1.215 -0.063 -0.094 -0.070
C 9.210 -3.257 -1.221 0.218 0.181 0.073
O 8.308 -3.430 -2.217 -0.016 -0.005 0.015
C 7.169 -2.571 -2.011 -0.165 0.077 0.052
C 7.174 -2.256 -0.526 0.023 0.098 0.224
C 8.665 -2.276 -0.199 -0.426 -0.204 -0.112
H 7.294 -1.677 -2.626 0.036 -0.004 0.000
H 6.266 -3.090 -2.323 0.095 -0.103 -0.097
H 6.679 -1.319 -0.285 -0.005 0.003 -0.052
H 6.668 -3.052 0.022 -0.047 0.021 -0.019
H 9.136 -1.306 -0.365 0.074 -0.018 0.038
H 8.872 -2.619 0.811 0.206 0.064 -0.014

No. 2
102
Properties=species:S:1:pos:R:3:forces:R:3 method="wB97M-V/def2-TZVPD" total_charge=-1 energy_ha=-3166.7070 e_above_lowest_kj_mol=0.00 multiplicity=1 homo_lumo_gap_ev=6.53
Sr -0.798 0.642 -0.141 -0.060 -0.472 -0.034
C -1.995 -2.785 0.695 0.070 -0.033 0.042
N -2.669 -1.873 -0.239 0.089 0.094 0.068
C -2.645 -2.415 -1.587 0.007 -0.149 -0.149
C -1.296 -2.234 -2.256 0.054 -0.171 0.030
N -1.061 -0.853 -2.667 0.180 0.143 -0.002
C 0.289 -0.742 -3.230 0.048 0.049 -0.067
C -2.004 -0.329 -3.630 -0.183 0.081 -0.053
C -2.518 -1.149 -4.631 0.004 -0.035 0.020
C -3.406 -0.674 -5.582 -0.014 -0.050 -0.035
C -3.780 0.661 -5.543 -0.039 0.013 -0.037
C -3.261 1.491 -4.569 -0.016 0.009 -0.018
C -2.367 1.032 -3.592 0.063 -0.102 0.051
S -1.748 2.164 -2.415 0.079 0.216 -0.107
C -3.980 -1.539 0.238 -0.156 0.087 0.062
C -5.119 -2.111 -0.324 0.021 -0.038 -0.003
C -6.394 -1.777 0.113 -0.016 -0.026 -0.036
C -6.533 -0.864 1.144 -0.085 0.008 0.006
C -5.408 -0.307 1.725 -0.024 0.024 0.061
C -4.114 -0.619 1.302 0.046 -0.115 -0.133
S -2.740 0.118 2.086 0.073 0.234 0.173
H -2.477 -3.776 0.677 -0.014 0.012 0.007
H -2.046 -2.372 1.700 0.000 0.000 0.001
H -0.944 -2.909 0.430 -0.009 -0.005 -0.021
H -3.404 -1.912 -2.188 0.038 0.020 0.028
H -2.891 -3.491 -1.585 -0.003 0.048 -0.017
H -1.210 -2.936 -3.100 -0.022 0.017 0.000
H -0.487 -2.511 -1.573 -0.023 0.009 -0.010
H 0.375 -1.324 -4.160 -0.004 -0.001 0.017
H 1.021 -1.116 -2.515 0.023 -0.004 0.008
H 0.504 0.304 -3.445 0.007 0.008 -0.009
H -2.225 -2.190 -4.668 0.000 -0.027 0.001
H -3.800 -1.339 -6.340 0.004 -0.006 0.004
H -4.479 1.059 -6.270 -0.005 -0.012 -0.016
H -3.547 2.534 -4.533 0.001 0.008 0.003
H -5.017 -2.836 -1.120 -0.015 0.009 -0.004
H -7.260 -2.229 -0.353 0.001 0.001 0.001
H -7.517 -0.581 1.500 -0.011 -0.012 -0.008
H -5.512 0.403 2.537 0.009 0.007 0.001
C 2.408 -6.220 -1.973 -0.006 -0.015 -0.054
C 1.686 -5.941 -0.655 -0.018 0.020 0.005
C 1.766 -7.149 0.274 0.012 0.015 0.035
C 2.226 -4.700 -0.006 0.006 -0.005 0.020
C 3.395 -4.535 0.765 0.015 0.096 0.010
C 3.406 -3.192 1.072 0.024 -0.053 -0.012
N 2.311 -2.624 0.526 0.329 -0.005 -0.162
N 1.594 -3.547 -0.147 -0.179 -0.110 -0.055
B 1.869 -1.178 0.440 -0.123 0.485 -0.162
N 1.942 -0.382 1.760 -0.261 -0.060 -0.036
C 2.849 -0.300 2.742 0.230 -0.078 0.015
C 2.554 0.795 3.521 0.004 -0.042 0.013
C 1.411 1.354 2.926 0.040 -0.124 -0.164
N 1.053 0.632 1.863 -0.004 0.366 0.483
C 0.656 2.569 3.383 0.040 -0.038 0.001
C -0.521 2.169 4.267 -0.033 0.017 0.094
C 1.574 3.524 4.145 0.044 0.058 -0.097
N 2.569 -0.320 -0.655 0.115 0.239 0.111
C 3.776 -0.297 -1.237 -0.010 -0.243 -0.015
C 3.876 0.862 -1.982 0.016 0.012 0.055
C 2.653 1.524 -1.770 0.080 0.018 -0.018
N 1.882 0.802 -0.968 -0.101 0.023 -0.180
C 2.176 2.840 -2.325 0.046 0.078 -0.024
C 3.315 3.606 -2.993 0.015 -0.068 -0.028
C 1.529 3.699 -1.239 -0.064 -0.055 -0.102
H 1.985 -7.095 -2.472 -0.006 -0.006 -0.008
H 3.469 -6.412 -1.798 0.017 0.001 0.025
H 2.329 -5.366 -2.646 -0.009 0.013 -0.006
H 0.635 -5.733 -0.874 0.005 -0.011 -0.016
H 2.806 -7.389 0.508 0.019 0.002 0.004
H 1.322 -8.031 -0.192 -0.013 0.005 -0.017
H 1.249 -6.958 1.215 -0.013 -0.003 0.007
H 4.115 -5.277 1.063 0.017 -0.017 0.009
H 4.115 -2.611 1.635 0.045 -0.026 0.004
H 0.739 -1.134 0.064 -0.276 -0.601 0.204
H 3.655 -1.008 2.820 0.000 -0.005 0.047
H 3.088 1.143 4.388 0.029 -0.018 0.030
H 0.275 3.075 2.494 -0.047 -0.035 0.004
H -0.162 1.643 5.156 0.013 -0.006 0.013
H -1.214 1.511 3.750 -0.061 -0.052 -0.077
H -1.069 3.053 4.603 -0.024 0.031 0.001
H 1.932 3.068 5.071 -0.004 -0.013 0.016
H 1.037 4.435 4.417 -0.025 0.002 -0.006
H 2.445 3.806 3.551 -0.004 0.000 -0.004
H 4.465 -1.114 -1.095 0.036 0.014 -0.011
H 4.709 1.182 -2.584 0.030 -0.007 -0.010
H 1.416 2.628 -3.087 -0.057 0.013 0.080
H 4.115 3.808 -2.277 0.019 0.012 0.016
H 2.956 4.562 -3.375 -0.019 0.004 -0.009
H 3.743 3.050 -3.829 0.007 -0.009 -0.006
H 2.254 3.937 -0.457 0.015 -0.012 0.042
H 0.679 3.198 -0.784 -0.005 0.006 0.068
H 1.157 4.632 -1.668 0.023 0.024 -0.018
C -2.700 4.796 -0.242 -0.171 0.051 0.120
S -2.793 3.246 0.655 -0.122 0.121 -0.015
C -3.208 3.847 2.293 -0.101 0.014 -0.122
O -1.342 2.854 0.772 0.249 0.185 0.064
H -3.669 5.295 -0.236 -0.028 -0.027 0.025
H -2.432 4.520 -1.260 0.029 -0.003 -0.014
H -1.932 5.422 0.212 0.029 -0.004 0.036
H -4.200 4.299 2.266 -0.017 -0.006 -0.010
H -2.462 4.562 2.640 0.077 0.000 -0.057
H -3.220 2.954 2.915 0.010 -0.009 0.039

No. 3
98
Properties=species:S:1:pos:R:3:forces:R:3 method="wB97M-V/def2-TZVPD" smiles=c1ccccc1.c1ccccc1.c1ccccc1.c1ccccc1.BrCCBr.BrCCBr.BrCCBr.BrCCBr.CCO.CCO energy_ha=-22145.5082 multiplicity=1 homo_lumo_gap_ev=9.39
Br -4.697 1.866 2.546 0.261 -0.034 -0.306
C -4.175 1.954 0.635 -0.293 0.479 0.690
C -5.212 2.840 -0.027 0.105 -0.429 0.226
Br -4.978 2.772 -1.969 -0.143 -0.003 0.286
H -4.127 0.924 0.307 -0.227 0.035 -0.241
H -3.188 2.397 0.618 0.094 -0.065 -0.016
H -5.122 3.873 0.297 0.199 0.031 -0.149
H -6.207 2.507 0.256 -0.099 -0.101 -0.468
Br 1.699 2.643 -1.456 -0.620 -0.348 -0.103
C 0.009 1.670 -1.065 0.428 0.437 0.380
C 0.287 0.748 0.086 0.649 -0.670 -0.050
Br -1.378 -0.202 0.518 0.649 0.275 -0.010
H -0.283 1.119 -1.951 0.073 0.100 -0.118
H -0.706 2.453 -0.837 -0.047 -0.137 -0.044
H 0.726 1.173 0.986 -0.628 0.460 0.068
H 1.036 0.011 -0.212 -0.378 -0.284 -0.141
Br 1.588 7.008 -2.094 -0.353 -0.174 -0.162
C -0.070 5.984 -2.107 -0.338 -0.619 0.001
C -0.466 5.690 -0.685 -0.347 -0.223 0.329
Br -2.178 4.674 -0.761 0.516 0.516 0.069
H 0.071 5.037 -2.629 0.474 0.108 0.025
H -0.874 6.474 -2.651 0.283 0.562 0.117
H -0.624 6.569 -0.066 -0.226 0.073 -0.194
H 0.242 5.049 -0.167 0.024 -0.115 -0.186
Br 2.525 1.857 -6.438 -0.622 -0.181 0.083
C 1.041 1.749 -5.137 0.609 0.304 0.342
C -0.211 2.423 -5.612 -0.345 0.210 -0.275
Br -1.615 2.192 -4.245 0.262 0.111 -0.273
H 1.477 2.286 -4.302 -0.249 -0.059 0.181
H 0.871 0.720 -4.833 0.152 -0.121 -0.343
H -0.620 2.028 -6.537 0.061 -0.242 0.089
H -0.092 3.494 -5.747 0.095 0.000 0.143
C 0.255 3.157 3.030 0.577 -0.310 -1.183
C -0.690 2.176 3.291 0.178 -0.521 1.009
C -0.254 0.908 3.688 -0.024 -0.673 -0.361
C 1.084 0.557 3.697 0.414 0.778 0.663
C 2.018 1.557 3.449 0.438 -0.048 -0.776
C 1.620 2.818 3.046 -0.632 0.075 0.344
H -0.022 4.107 2.588 -0.199 0.144 0.388
H -1.762 2.327 3.314 0.042 0.395 -0.294
H -0.939 0.101 3.918 -0.370 0.328 -0.035
H 1.422 -0.425 4.001 -0.159 -0.085 -0.100
H 3.088 1.369 3.420 -0.095 -0.312 0.213
H 2.393 3.507 2.732 -0.180 0.282 0.090
C -5.010 -2.559 2.299 0.075 0.374 -0.043
C -5.700 -3.209 3.302 0.214 -0.083 0.868
C -5.084 -3.390 4.550 -0.434 0.576 -0.141
C -3.819 -2.872 4.821 -0.483 -0.251 -0.561
C -3.150 -2.201 3.799 0.606 -0.798 0.264
C -3.738 -2.065 2.560 -0.288 0.160 -0.521
H -5.405 -2.345 1.313 -0.338 -0.262 0.094
H -6.728 -3.538 3.237 0.037 -0.072 -0.467
H -5.699 -3.845 5.316 0.296 -0.148 0.163
H -3.365 -3.019 5.790 0.058 0.034 0.022
H -2.097 -1.976 3.933 -0.135 0.479 0.045
H -3.266 -1.546 1.735 0.306 -0.082 0.265
C 0.593 -4.837 -0.239 -0.352 -0.658 1.162
C 0.385 -3.579 0.299 0.230 0.161 -0.990
C 1.418 -2.988 0.993 0.366 0.906 0.666
C 2.593 -3.661 1.293 -0.132 -0.512 -0.707
C 2.727 -4.988 0.879 0.353 0.411 -0.107
C 1.741 -5.560 0.092 -0.668 -0.133 0.203
H -0.248 -5.366 -0.667 0.155 0.141 -0.517
H -0.502 -3.018 0.025 -0.054 -0.081 0.263
H 1.336 -1.962 1.348 -0.190 -0.046 -0.100
H 3.428 -3.141 1.742 -0.103 -0.061 0.311
H 3.630 -5.521 1.150 -0.070 -0.160 -0.101
H 1.738 -6.607 -0.187 0.456 0.026 -0.081
C 4.709 -3.544 -2.396 0.287 0.051 -0.264
C 5.064 -2.199 -2.382 0.748 0.283 0.532
C 4.144 -1.170 -2.402 -0.130 -0.863 -0.007
C 2.797 -1.525 -2.489 0.365 0.940 -0.062
C 2.429 -2.851 -2.593 0.083 -0.413 -0.136
C 3.384 -3.888 -2.566 -1.035 0.978 -0.165
H 5.508 -4.268 -2.299 -0.164 -0.201 -0.163
H 6.108 -1.913 -2.294 0.005 -0.255 -0.008
H 4.524 -0.161 -2.328 -0.378 0.172 -0.097
H 2.086 -0.704 -2.522 -0.292 -0.278 0.037
H 1.383 -3.099 -2.718 0.006 -0.045 0.034
H 2.986 -4.876 -2.749 0.448 -0.264 0.334
C -3.466 -2.151 -1.661 -0.188 0.509 -0.133
C -3.469 -3.650 -1.426 -0.249 0.075 0.449
O -2.329 -4.247 -2.028 0.051 0.022 -0.108
H -2.471 -1.713 -1.718 0.183 -0.361 -0.010
H -3.951 -1.615 -0.840 -0.137 -0.189 0.041
H -3.994 -1.851 -2.568 0.046 -0.186 -0.084
H -4.390 -4.096 -1.822 0.060 0.077 -0.025
H -3.469 -3.846 -0.344 0.099 0.011 -0.084
H -2.379 -5.193 -1.860 0.046 0.012 -0.086
C 4.493 2.873 0.459 0.012 0.298 1.351
C 5.526 3.673 1.272 -0.649 -0.523 -0.886
O 6.388 2.822 1.998 0.494 0.065 -0.063
H 3.892 2.346 1.209 -0.200 -0.236 -0.326
H 4.957 2.136 -0.192 0.046 0.128 -0.148
H 3.813 3.540 -0.068 0.215 -0.045 -0.119
H 5.011 4.356 1.955 0.024 0.185 -0.115
H 6.106 4.235 0.541 0.400 0.148 0.444
H 5.869 2.232 2.551 -0.113 0.042 -0.027